A molecular structure, C24H41As3Cl2CoN2O2. Source: OMol25; level of theory: the ωB97M-V functional and the def2-TZVPD basis.

Geometry as XYZ:
```
75
Properties=species:S:1:pos:R:3
H -3.549 -4.387 3.338
C 3.877 1.250 -0.561
N -2.581 0.945 0.515
C -1.966 2.431 -1.292
C -1.860 1.119 -0.628
H 4.489 -1.351 -0.668
H 4.382 -0.899 1.031
H 3.136 -2.948 -2.269
H -3.951 0.329 3.883
C -2.378 -2.974 2.216
H -4.888 0.523 2.401
C -1.638 3.781 -3.254
C -3.065 -0.540 2.156
H 2.834 -0.354 -2.347
C -3.032 -1.800 2.708
C 2.918 0.079 -0.237
H -0.385 1.213 2.809
C 1.602 3.111 -1.687
H 1.014 0.693 3.779
H -3.380 -4.536 -1.122
H 1.657 2.717 -2.700
H -3.273 -4.290 -2.907
H -2.765 5.660 -0.670
C -2.437 4.786 -1.215
H 3.211 -2.018 0.338
H 1.261 4.145 -1.751
As 0.759 -0.760 1.727
H 1.970 -2.966 2.138
H 1.316 -2.285 3.635
H -3.588 -1.938 3.625
N -2.387 -0.270 1.006
H 4.454 0.977 -1.448
As 0.961 -1.807 -1.655
C -2.518 -4.231 3.025
O -1.691 -3.025 1.171
C 2.034 0.501 0.945
As 3.385 3.155 -0.865
C 2.127 -0.237 -1.519
Cl -2.819 -2.336 -1.717
H -2.095 5.863 -3.036
H -2.162 -5.085 2.455
H -0.514 -0.223 3.842
H 2.855 4.773 0.994
Cl -1.184 -4.754 -1.925
H -1.921 -4.133 3.934
H 2.672 0.844 1.767
H 1.804 3.362 1.184
O -1.126 0.221 -1.110
C -3.878 0.528 2.816
H 0.863 2.546 -1.118
H -0.089 -0.573 -3.566
H -3.466 1.518 2.647
C 0.422 -1.531 -3.495
H 1.412 1.352 0.655
C -2.816 -4.104 -1.941
C -2.058 4.900 -2.546
H 2.814 -1.628 2.949
C 3.793 -1.117 0.139
Co -1.005 -1.526 0.014
H 4.614 1.331 0.248
H 1.467 0.592 -1.776
C 2.814 3.686 0.940
H -2.704 3.448 0.443
H 1.309 -1.530 -4.131
H 1.741 -3.993 -2.600
H 2.348 -3.833 -0.945
H -0.251 -2.328 -3.806
H -1.353 3.872 -4.293
C 0.154 0.350 3.201
C 1.839 -2.049 2.708
C -1.582 2.549 -2.626
H -1.247 1.673 -3.162
C 2.183 -3.305 -1.881
C -2.402 3.552 -0.588
H 3.509 3.287 1.677
```

Summary:
2S+1: 5
LUMO energy (spin up / spin down) (eV): -2.539 / -4.481
Total charge: +1

A molecular structure, C24H41AuNP2. Source: OMol25; level of theory: the ωB97M-V functional and the def2-TZVPD basis.

Geometry as XYZ:
```
69
Properties=species:S:1:pos:R:3
H 1.995 -4.695 -2.063
C 3.791 -2.716 -2.032
H -1.567 3.757 -1.204
C 0.327 -0.636 0.235
H -5.392 3.341 1.962
H -5.573 1.736 1.262
C -0.763 -5.172 -2.322
C -2.945 3.664 3.888
P -0.140 -3.512 -1.835
H -4.612 1.502 -0.709
N -2.962 -2.939 2.757
C 0.554 -0.586 -1.248
H 3.252 -0.140 -0.890
C -2.881 1.941 0.514
H -0.262 4.108 3.403
H 1.301 -3.735 -3.856
C 1.497 -4.151 -1.228
H 3.334 0.830 -2.343
H -0.108 3.862 -0.235
C -1.606 2.613 0.606
H -5.315 1.935 3.008
H 4.607 -2.023 -1.776
H 0.052 -5.755 -2.773
C -5.025 2.305 2.017
H 1.070 0.684 -2.828
H 0.728 -2.049 -3.663
H -0.084 -1.625 0.538
H 1.440 -0.970 2.048
H 3.921 2.303 -0.645
C -0.304 3.969 2.318
C 0.452 -3.102 -3.556
C 2.747 0.673 -1.419
H 4.232 -3.711 -2.234
H -0.423 2.391 -1.202
H -0.454 0.116 0.497
H -3.269 4.704 3.665
P 2.604 -2.812 -0.597
H 2.449 -0.891 0.644
C 3.727 -3.870 0.406
H -1.596 -5.061 -3.026
H 4.348 -3.212 1.030
C 1.592 -0.397 1.120
H 2.340 2.785 -1.149
C -3.634 1.993 -0.771
H -3.742 3.169 4.455
H -3.809 3.039 -1.097
C -2.627 2.897 2.654
C -3.547 2.160 1.837
Au -2.928 -0.038 1.622
H 1.291 -4.860 -0.400
C -0.884 3.160 -0.566
H -1.127 -5.685 -1.427
H -0.177 -1.122 -1.879
C -2.908 -1.879 2.282
C 1.381 0.279 -1.857
H -3.042 1.541 -1.579
C 2.445 1.991 0.827
C 1.881 1.005 1.537
H 2.704 2.924 1.351
H 0.668 3.567 1.984
H -2.058 3.729 4.544
H -0.381 -3.278 -4.250
C -1.448 3.111 1.914
H 4.376 -4.492 -0.233
H 3.138 -4.514 1.068
H 3.323 -2.331 -2.948
H -0.415 4.975 1.883
H 1.574 1.216 2.572
C 2.867 1.986 -0.604
```

Summary:
Energy above the lowest of the compared OMol25 structures with the same formula, charge and spin (kcal/mol): 28.32
2S+1: 3
LUMO energy (spin up / spin down) (eV): -2.821 / -6.984
Total charge: +1

6 unconnected molecules or ions with the total composition C24H41F15N3O12P2S. Source: OMol25; level of theory: the ωB97M-V functional and the def2-TZVPD basis.

Geometry as XYZ:
```
98
Properties=species:S:1:pos:R:3
C -1.874 4.696 5.621
H -2.028 -2.191 -1.491
F 8.137 1.965 -3.030
C 2.432 -6.673 0.808
H 5.115 -0.978 -1.535
F -3.579 -8.293 1.666
O 5.661 1.028 -3.312
O -2.382 -6.184 4.187
H 0.075 -2.473 -2.675
C -1.694 -1.240 -5.479
H -1.019 2.771 -7.266
F -0.730 1.639 0.590
F 0.277 1.851 2.465
O 0.705 1.573 -2.978
F 1.821 -4.042 -2.223
C 4.371 -0.189 -1.654
H 0.161 6.617 1.980
H -2.678 -0.791 -5.199
C -1.277 -2.336 -4.453
N -0.642 -0.229 -5.759
O -1.040 4.256 2.444
H -1.118 4.827 6.396
C 0.074 2.448 1.301
H -3.727 -5.297 7.152
H 4.603 0.584 -0.918
C -2.841 -5.260 5.188
O 0.166 3.575 -4.747
F -2.629 8.267 9.361
O 2.491 -5.675 -0.227
H 3.388 -0.605 -1.432
H 0.266 2.324 -2.535
H 0.717 -7.647 -0.061
C -2.493 6.022 5.233
O 1.631 -4.158 1.181
H 1.017 -8.073 1.636
O 6.572 -0.963 -3.789
H -0.454 -0.170 -6.759
C 2.224 -3.504 -1.063
O -0.413 4.521 0.309
H -2.220 -2.857 -4.156
H -2.748 -6.726 6.764
H 0.947 6.806 0.422
F -1.989 -6.877 1.398
C 2.058 -4.463 0.110
H 3.637 1.153 -3.156
C -0.980 5.846 0.312
H -4.346 -6.544 6.060
C -1.799 -1.333 -2.158
H 1.019 3.989 -4.527
H -2.633 4.023 6.026
P -1.880 2.150 -6.319
H -1.567 -0.424 -1.562
H -3.540 -4.541 4.756
F 1.525 -2.375 -0.896
C -2.676 -7.569 2.318
C -3.312 -6.642 3.350
H -1.945 5.849 0.821
F 3.500 -3.150 -1.230
H -1.745 6.718 4.848
S -3.415 1.331 -7.163
H -1.164 6.104 -0.731
O -4.466 -6.345 3.379
H -0.601 -3.100 -4.887
O -1.272 7.403 7.146
H -0.044 -0.873 -3.416
C -3.453 -5.996 6.362
H -3.228 5.870 4.442
O -3.202 6.602 6.338
H -1.407 4.224 4.759
H -2.355 3.191 -5.455
C -2.454 7.269 7.219
C 4.404 0.385 -3.055
H 2.764 -6.260 1.761
F -1.819 -8.432 2.873
H -1.554 0.879 -4.395
F 9.003 0.273 -4.019
N 1.842 1.675 -5.386
F 7.819 1.671 -5.136
C 7.917 1.034 -3.963
C -0.019 6.843 0.928
H -0.419 7.854 0.856
H -1.896 -1.763 -6.444
F 1.256 2.459 0.668
H 0.317 -6.507 1.210
C 6.660 0.220 -3.675
C -0.642 -1.772 -3.130
P 0.505 1.933 -4.603
F -4.247 7.001 8.754
N -0.940 1.045 -5.218
F -4.002 8.938 7.855
H -2.705 -1.099 -2.771
C -0.522 3.843 1.455
C 1.040 -7.262 0.908
C -3.336 7.871 8.309
H -1.965 -4.701 5.516
H 3.144 -7.449 0.528
H 4.198 -0.378 -3.808
H 1.663 0.991 -6.125
```

Summary:
2S+1: 1
LUMO energy (eV): -3.894
Total charge: +1

| no. | maximum force (hartree/bohr) |
| --- | --- |
| 1 | 0.00839 |
| 2 | 0.06747 |
| 3 | 0.11037 |